{
  "formula": "H4S3",
  "method": "ωB97M-V/def2-TZVPD",
  "species": ["S", "S", "H", "H", "S", "H", "H"],
  "xyz": [[2.572, 0.103, 0.266], [1.176, -1.388, 0.705], [3.657, -0.500, -0.231], [0.349, -0.338, 0.993], [-3.065, 0.997, -0.675], [-2.744, 0.214, 0.356], [-1.944, 0.912, -1.415]],
  "forces_ev_per_angstrom": [[0.293, 1.003, 0.038], [-0.178, 0.430, 0.029], [-0.277, -0.674, 0.013], [0.149, -0.746, -0.082], [-0.468, 0.450, -0.323], [0.466, -0.159, -0.143], [0.015, -0.305, 0.467]],
  "homo_lumo_gap_ev": 8.75,
  "homo_energy_ha": -0.318,
  "relative_energy_kcal_mol": 12.0,
  "smiles": "SS.S"
}

{
  "formula": "H4Si4",
  "method": "ωB97M-V/def2-TZVPD",
  "species": ["Si", "Si", "Si", "Si", "H", "H", "H", "H"],
  "xyz": [[-1.553, 0.034, -0.120], [0.060, -1.584, -0.321], [1.961, 0.045, -0.601], [0.157, 1.508, -0.333], [-3.036, 0.420, 0.307], [-0.524, -3.028, 0.081], [2.520, -0.216, 0.941], [0.416, 2.821, 0.045]],
  "forces_ev_per_angstrom": [[-0.271, 0.804, 0.429], [-1.345, 0.463, 0.603], [1.297, -1.210, 0.496], [-0.898, -3.345, 0.411], [1.257, -0.595, -0.682], [0.820, 1.337, -0.395], [-0.871, 0.495, -1.286], [0.010, 2.052, 0.423]],
  "homo_lumo_gap_ev": 5.45,
  "homo_energy_ha": -0.261,
  "relative_energy_kcal_mol": 26.6,
  "smiles": "[SiH]1=[SiH][SiH]=[SiH]1"
}

{
  "formula": "H54O27",
  "method": "ωB97M-V/def2-TZVPD",
  "species": ["O", "H", "H", "O", "H", "H", "O", "H", "H", "O", "H", "H", "O", "H", "H", "O", "H", "H", "O", "H", "H", "O", "H", "H", "O", "H", "H", "O", "H", "H", "O", "H", "H", "O", "H", "H", "O", "H", "H", "O", "H", "H", "O", "H", "H", "O", "H", "H", "O", "H", "H", "O", "H", "H", "O", "H", "H", "O", "H", "H", "O", "H", "H", "O", "H", "H", "O", "H", "H", "O", "H", "H", "O", "H", "H", "O", "H", "H", "O", "H", "H"],
  "xyz": [[1.342, 3.645, 3.311], [0.985, 4.531, 3.245], [0.641, 3.133, 3.712], [-2.734, -3.534, -1.737], [-3.556, -3.047, -1.787], [-2.083, -2.946, -2.120], [-1.772, 3.327, -5.226], [-1.308, 3.715, -4.484], [-1.169, 3.422, -5.963], [0.058, -0.376, -5.243], [-0.661, -0.250, -4.623], [0.801, 0.076, -4.842], [-1.199, -1.427, -2.704], [-1.183, -0.517, -2.406], [-0.284, -1.707, -2.667], [-1.931, -3.951, 1.329], [-1.859, -4.855, 1.636], [-2.261, -4.026, 0.434], [0.379, -3.933, 2.796], [-0.032, -4.433, 3.500], [-0.332, -3.753, 2.182], [-3.550, 1.301, -3.057], [-3.415, 1.127, -2.125], [-2.762, 1.772, -3.330], [0.446, -2.554, -0.295], [0.659, -3.375, -0.738], [-0.316, -2.762, 0.245], [-0.632, 1.398, -2.293], [-1.019, 2.205, -1.954], [0.055, 1.693, -2.889], [2.287, 0.986, 2.335], [2.132, 1.864, 2.685], [1.664, 0.903, 1.613], [0.363, -1.141, 3.146], [1.185, -0.652, 3.118], [0.623, -2.035, 3.366], [1.678, -0.436, -2.820], [1.950, 0.481, -2.786], [2.498, -0.930, -2.814], [-2.344, 4.723, 1.619], [-2.412, 3.778, 1.487], [-3.019, 4.924, 2.268], [-1.645, 1.705, 1.159], [-2.364, 1.267, 0.704], [-0.853, 1.315, 0.789], [-2.723, -1.599, 3.271], [-2.526, -2.429, 2.837], [-1.900, -1.112, 3.244], [-1.695, 3.648, -1.412], [-1.723, 3.803, -0.467], [-1.452, 4.495, -1.786], [4.927, -3.705, 0.620], [4.744, -2.781, 0.792], [4.225, -4.176, 1.068], [1.037, 0.554, 5.819], [1.677, 1.264, 5.870], [0.663, 0.630, 4.942], [3.080, -4.128, 2.882], [2.132, -4.124, 2.746], [3.293, -5.042, 3.065], [3.427, -4.206, -1.500], [2.960, -4.827, -0.942], [4.180, -3.930, -0.976], [3.683, -1.401, 0.918], [2.935, -1.991, 0.824], [3.294, -0.530, 0.996], [0.450, 0.429, 0.042], [0.616, -0.514, 0.037], [0.272, 0.647, -0.873], [-0.153, 5.068, -3.693], [0.606, 4.964, -3.119], [0.047, 5.845, -4.215], [-3.859, 0.783, -0.071], [-4.163, 0.165, 0.593], [-4.516, 1.480, -0.069], [-0.640, 1.813, 3.830], [-1.119, 1.587, 3.032], [-1.295, 1.762, 4.526], [1.996, 2.109, -3.235], [2.324, 1.746, -4.058], [2.141, 3.052, -3.315]],
  "forces_ev_per_angstrom": [[0.678, 0.228, -0.113], [0.019, 0.196, -0.119], [-0.686, -0.469, 0.143], [-0.282, -0.962, 0.844], [-0.166, 0.137, -0.106], [0.383, 0.814, -0.324], [-0.380, -0.302, -0.017], [0.174, 0.276, 0.143], [0.098, -0.094, -0.200], [0.094, 0.192, -0.753], [-0.331, -0.155, 0.268], [0.088, -0.248, 0.234], [-0.421, -0.578, -0.219], [-0.053, 0.551, 0.162], [0.482, 0.121, -0.030], [0.227, 0.155, 0.473], [-0.161, -0.405, 0.060], [-0.385, 0.231, -0.986], [0.306, -0.260, 0.401], [-0.010, -0.123, 0.391], [-0.345, 0.289, -0.522], [-0.389, -0.057, -0.133], [0.035, -0.176, 0.275], [0.184, 0.105, -0.274], [0.271, 0.271, 0.158], [0.293, -0.169, -0.262], [-0.390, 0.011, 0.173], [0.252, -1.027, -0.247], [-0.499, 0.852, 0.479], [0.356, -0.009, -0.302], [0.333, -0.683, 0.140], [0.015, 0.599, 0.135], [-0.465, 0.142, -0.530], [-0.524, 0.080, -0.173], [0.456, 0.580, -0.023], [0.021, -0.415, 0.077], [-0.077, -0.399, -0.111], [0.049, 0.103, 0.630], [0.205, -0.419, 0.113], [0.116, 0.304, -0.235], [0.216, -0.697, 0.170], [-0.158, 0.152, 0.125], [-0.276, 1.079, 0.874], [-0.584, -0.231, -0.287], [0.876, -0.493, -0.256], [-0.527, 0.143, 0.085], [0.031, -0.236, -0.258], [0.591, 0.154, 0.032], [-0.044, 0.069, -0.090], [-0.034, -0.046, 0.493], [-0.041, 0.318, -0.337], [0.803, -0.727, -0.484], [0.051, 0.597, 0.278], [-0.155, 0.036, 0.611], [0.075, -0.171, 0.490], [0.192, 0.148, 0.025], [-0.240, -0.019, -0.447], [0.681, -0.033, -0.205], [-0.633, 0.104, -0.055], [0.170, -0.224, 0.184], [-1.033, -0.098, -1.088], [0.037, -0.189, 0.062], [0.630, 0.170, 0.674], [-0.028, 0.122, -0.159], [-0.401, -0.221, -0.080], [0.095, 0.493, 0.299], [0.404, 0.150, 0.847], [-0.009, -0.668, 0.019], [-0.148, 0.331, -0.839], [0.034, -0.162, 0.264], [0.181, 0.017, 0.265], [-0.103, 0.296, -0.238], [0.043, -0.063, -0.154], [-0.100, -0.443, 0.227], [-0.253, 0.319, -0.125], [0.164, 0.113, 0.586], [-0.245, -0.052, -0.963], [-0.073, -0.030, 0.376], [-0.071, 0.469, -0.149], [0.177, -0.008, -0.514], [0.140, 0.249, 0.122]],
  "homo_lumo_gap_ev": 9.71,
  "homo_energy_ha": -0.388,
  "relative_energy_kcal_mol": 54.2
}

{
  "formula": "H5ISi2",
  "method": "ωB97M-V/def2-TZVPD",
  "species": ["Si", "Si", "I", "H", "H", "H", "H", "H"],
  "xyz": [[0.026, 0.318, 0.291], [-2.520, -1.662, 0.059], [-4.241, 0.265, 0.015], [0.810, -0.815, 0.383], [-0.426, 0.339, -1.193], [0.868, 1.436, 0.664], [-2.297, -1.346, -1.350], [-0.646, -0.030, 1.524]],
  "forces_ev_per_angstrom": [[0.145, 0.881, -1.125], [-1.009, 0.589, 0.721], [0.512, -0.655, 0.177], [1.688, -1.858, -0.330], [-0.286, 0.191, 1.423], [0.148, 0.637, -0.162], [0.321, -0.043, -0.899], [-1.518, 0.257, 0.195]],
  "homo_lumo_gap_ev": 7.52,
  "homo_energy_ha": -0.329,
  "relative_energy_kcal_mol": 55.6
}

{
  "formula": "H5N2PS",
  "method": "ωB97M-V/def2-TZVPD",
  "species": ["N", "N", "P", "S", "H", "H", "H", "H", "H"],
  "xyz": [[2.041, 0.067, 0.019], [1.033, -0.591, -0.644], [-1.243, 0.936, 0.040], [-2.791, -0.558, 0.031], [2.467, 0.814, -0.483], [1.977, 0.192, 0.986], [0.851, -1.347, -0.004], [-1.418, 1.103, -1.310], [-2.918, -0.616, 1.365]],
  "forces_ev_per_angstrom": [[-0.361, -0.903, -2.007], [0.983, 1.169, 0.601], [-0.265, -1.030, 0.763], [0.481, 0.536, 0.132], [-0.037, 0.458, -0.285], [-0.069, 0.112, 1.577], [-0.792, -0.487, 0.239], [0.030, 0.171, -0.984], [0.029, -0.026, -0.034]],
  "homo_lumo_gap_ev": [7.74, 8.02],
  "homo_energy_ha": [-0.300, -0.276],
  "relative_energy_kcal_mol": 87.8
}

{
  "formula": "H5N4",
  "method": "ωB97M-V/def2-TZVPD",
  "species": ["N", "N", "N", "N", "H", "H", "H", "H", "H"],
  "xyz": [[-1.946, -0.082, 0.011], [-0.388, 0.104, -0.090], [0.732, -0.542, 0.034], [1.792, 0.110, -0.004], [-2.113, -0.349, 0.903], [-2.311, -0.785, -0.581], [-0.415, 1.111, -0.246], [2.506, -0.525, 0.356], [2.142, 0.957, -0.382]],
  "forces_ev_per_angstrom": [[3.681, 1.282, -2.468], [-1.409, 0.911, -0.692], [-5.342, 0.260, 0.614], [2.800, -2.355, 1.069], [-0.457, -1.065, 3.873], [0.197, -1.132, -1.225], [0.887, -0.047, -0.117], [0.420, 0.507, -0.556], [-0.777, 1.638, -0.498]],
  "homo_lumo_gap_ev": 11.11,
  "homo_energy_ha": -0.605,
  "relative_energy_kcal_mol": 36.1,
  "total_charge": 1,
  "smiles": "NNN=[NH2+]"
}